Record 1
{
  "formula": "C46H55MnN12OP2Se2",
  "method": "the ωB97M-V functional and the def2-TZVPD basis",
  "elements": ["Mn", "Se", "P", "C", "C", "C", "C", "C", "C", "C", "C", "C", "C", "C", "C", "C", "C", "N", "N", "N", "P", "Se", "C", "C", "C", "C", "C", "C", "C", "C", "C", "C", "C", "C", "H", "H", "H", "H", "H", "H", "H", "H", "H", "H", "H", "H", "H", "H", "H", "H", "H", "H", "H", "H", "N", "C", "C", "C", "C", "N", "H", "H", "H", "H", "H", "H", "H", "H", "H", "H", "H", "H", "C", "N", "C", "C", "O", "N", "C", "C", "H", "H", "H", "H", "H", "H", "H", "H", "H", "H", "H", "H", "C", "C", "N", "C", "C", "N", "C", "N", "N", "N", "C", "C", "C", "C", "C", "C", "H", "H", "H", "H", "H", "H", "H", "H", "H", "H", "H"],
  "xyz": [[1.488956, 1.016987, 0.256844], [-2.984681, -4.360685, 0.503881], [-1.242556, -4.289914, 1.675831], [-0.088517, -5.652019, 1.333045], [-0.522066, -6.707169, 0.537003], [0.323379, -7.779223, 0.280825], [1.600993, -7.801247, 0.817379], [2.039768, -6.746902, 1.608911], [1.202292, -5.673411, 1.866878], [-1.596829, -4.341706, 3.462100], [-2.906093, -4.589801, 3.864540], [-3.220834, -4.662491, 5.215751], [-2.231760, -4.487376, 6.170391], [-0.922868, -4.241598, 5.774471], [-0.602134, -4.168477, 4.428445], [-0.258409, -2.780572, 1.440261], [-0.348078, -1.680287, 0.590031], [0.672238, -0.852170, 0.928788], [1.357965, -1.431666, 1.907551], [0.817051, -2.579548, 2.229648], [-1.409473, -1.174564, -0.765900], [-0.665194, 0.700298, -1.481781], [-1.271536, -2.410708, -2.071681], [0.029031, -2.714800, -2.471917], [0.248461, -3.651520, -3.467914], [-0.830751, -4.272297, -4.084361], [-2.124777, -3.961668, -3.696751], [-2.347868, -3.039015, -2.684739], [-3.088571, -0.957481, -0.163063], [-3.342628, -0.949552, 1.205644], [-4.627029, -0.708732, 1.669204], [-5.660518, -0.475427, 0.771488], [-5.405667, -0.465212, -0.593246], [-4.120636, -0.694474, -1.061186], [-1.520284, -6.681299, 0.119615], [-0.020656, -8.596717, -0.339781], [2.258103, -8.638409, 0.618607], [3.037759, -6.761306, 2.028640], [1.559926, -4.847639, 2.466416], [-3.674456, -4.724880, 3.114737], [-4.241677, -4.858330, 5.518121], [-2.477959, -4.541580, 7.223286], [-0.146176, -4.109216, 6.517117], [0.416188, -3.959077, 4.134742], [0.869301, -2.215895, -2.002909], [1.259642, -3.897938, -3.764214], [-0.660874, -5.002651, -4.865067], [-2.966658, -4.453014, -4.166976], [-3.358304, -2.844900, -2.358429], [-2.551139, -1.167575, 1.912049], [-4.823225, -0.723585, 2.733645], [-6.664599, -0.298077, 1.134689], [-6.207739, -0.278341, -1.295689], [-3.924587, -0.646264, -2.125071], [1.918254, 1.492558, 2.370795], [2.800648, 0.830295, 3.360332], [4.244822, 0.812777, 2.871176], [4.646017, -0.460178, 2.113358], [4.663200, -0.314882, 0.604715], [3.303253, -0.231817, 0.009974], [2.155400, 2.479220, 2.337426], [0.961490, 1.465804, 2.709907], [2.434689, -0.181876, 3.492390], [2.731333, 1.344984, 4.320865], [4.906825, 0.948520, 3.727150], [4.406488, 1.688407, 2.230321], [3.968233, -1.275810, 2.374401], [5.644728, -0.772519, 2.422404], [5.189218, -1.167480, 0.171238], [5.218986, 0.581001, 0.320749], [2.827375, -1.100520, 0.239670], [3.393781, -0.208237, -1.001178], [4.301717, 3.403118, -0.098159], [3.892509, 3.601310, -1.477144], [4.210452, 4.906122, -2.046705], [3.023265, 2.731078, -2.062553], [2.357403, 1.916946, -1.387535], [2.875673, 2.783111, -3.407074], [1.727213, 2.119977, -4.011558], [3.985547, 3.051846, -4.312966], [3.936744, 4.219582, 0.532071], [5.390797, 3.381053, -0.023846], [3.904164, 2.465450, 0.272130], [4.084265, 5.663003, -1.270712], [3.530714, 5.138862, -2.861770], [5.238071, 4.962389, -2.409448], [0.915040, 2.052311, -3.298438], [1.980853, 1.108968, -4.341494], [1.403648, 2.702498, -4.873969], [4.914374, 3.166346, -3.762296], [3.812733, 3.946049, -4.913898], [4.096810, 2.202024, -4.988484], [-1.724451, 2.013987, 1.615553], [-0.868573, 3.004196, 0.912542], [0.410587, 2.852286, 0.616584], [0.810283, 4.027940, 0.002443], [-0.233793, 4.885482, -0.067675], [-1.295676, 4.223623, 0.514711], [-2.645195, 4.767311, 0.663335], [-3.035466, 5.457121, -0.527838], [-3.231729, 6.805515, -0.507085], [-3.491252, 7.208696, -1.689515], [-3.459315, 6.114075, -2.541153], [-3.647074, 6.035644, -3.925020], [-3.516582, 4.795254, -4.504273], [-3.211552, 3.648817, -3.733449], [-3.028749, 3.712281, -2.370520], [-3.161381, 4.982922, -1.799696], [-1.145144, 1.109659, 1.789695], [-2.584583, 1.726406, 1.009622], [-2.080920, 2.402443, 2.572772], [1.816757, 4.172959, -0.346927], [-0.329391, 5.880026, -0.470089], [-2.685950, 5.486840, 1.477056], [-3.323570, 3.942319, 0.872655], [-3.885288, 6.918426, -4.503261], [-3.649333, 4.687874, -5.572714], [-3.123924, 2.689111, -4.228508], [-2.798717, 2.827618, -1.790992]],
  "atomic_forces_ev_per_a": [[0.27, -0.13, 0.18], [0.01, 0.01, -0.09], [0.05, 0.03, -0.05], [0.08, -0.04, -0.04], [0.05, -0.03, 0.02], [-0.02, 0.03, 0.01], [0.00, 0.01, 0.00], [-0.02, 0.00, 0.00], [-0.01, -0.01, -0.01], [-0.03, 0.05, 0.08], [0.03, 0.01, 0.06], [0.01, 0.00, -0.03], [0.00, 0.01, 0.00], [-0.02, -0.01, -0.02], [0.01, -0.03, -0.01], [0.04, -0.11, 0.08], [-0.15, 0.25, -0.02], [-0.02, 0.10, 0.34], [-0.18, -0.10, -0.05], [-0.01, 0.10, -0.11], [0.03, -0.05, 0.00], [0.24, 0.03, -0.13], [0.02, -0.13, 0.04], [-0.03, -0.04, -0.06], [0.00, 0.03, 0.02], [0.01, 0.00, -0.01], [0.01, 0.01, 0.01], [-0.01, -0.02, 0.04], [-0.06, -0.01, 0.05], [-0.12, -0.13, 0.00], [0.02, 0.02, -0.02], [0.04, 0.01, 0.01], [0.00, 0.00, 0.00], [0.02, 0.12, 0.00], [0.00, 0.00, -0.01], [0.00, 0.01, 0.01], [-0.01, 0.01, 0.00], [-0.01, 0.00, -0.01], [-0.01, -0.02, -0.01], [-0.01, 0.00, 0.00], [0.02, 0.00, -0.01], [0.00, -0.01, -0.01], [-0.01, 0.00, -0.01], [-0.03, -0.01, 0.01], [0.01, 0.00, 0.02], [0.00, 0.00, 0.00], [0.00, 0.01, 0.02], [0.01, 0.01, 0.01], [-0.03, 0.01, 0.04], [0.00, 0.01, -0.02], [0.00, 0.00, -0.01], [0.01, -0.01, 0.00], [0.02, 0.01, 0.01], [0.02, -0.02, -0.02], [0.21, -0.17, -0.08], [0.05, 0.13, -0.06], [-0.03, -0.02, 0.04], [-0.05, 0.04, -0.04], [-0.10, 0.11, -0.13], [-0.37, -0.29, 0.01], [-0.05, 0.05, 0.04], [-0.01, 0.00, 0.03], [0.01, -0.02, 0.05], [-0.01, 0.09, -0.01], [-0.03, -0.06, 0.02], [0.08, -0.01, 0.10], [0.04, -0.02, 0.06], [0.02, 0.04, -0.04], [0.02, -0.02, -0.05], [0.01, 0.03, -0.02], [0.13, -0.12, -0.03], [0.04, -0.02, -0.03], [0.06, 0.05, -0.07], [0.01, 0.08, -0.01], [0.00, -0.03, 0.03], [-0.11, -0.07, 0.10], [0.16, 0.29, -0.05], [0.01, 0.01, -0.02], [0.09, 0.00, -0.03], [-0.03, -0.01, 0.01], [-0.01, -0.02, 0.02], [0.01, 0.01, -0.01], [-0.02, -0.04, -0.02], [-0.01, 0.00, 0.01], [0.01, -0.01, 0.01], [0.01, 0.00, 0.01], [-0.02, 0.02, 0.02], [-0.01, 0.00, 0.01], [0.01, -0.01, -0.02], [0.00, -0.01, 0.00], [-0.01, 0.00, 0.00], [0.00, 0.00, -0.01], [0.01, 0.02, -0.03], [0.08, 0.11, 0.11], [-0.25, -0.01, -0.43], [-0.04, -0.06, 0.10], [-0.05, 0.00, 0.08], [-0.14, 0.10, 0.04], [0.10, -0.01, -0.14], [-0.02, 0.01, 0.20], [0.04, -0.03, -0.23], [0.05, -0.25, 0.14], [-0.03, 0.34, -0.14], [-0.02, -0.01, -0.03], [0.02, -0.03, 0.05], [-0.03, 0.04, -0.01], [-0.06, 0.04, -0.04], [0.04, -0.24, 0.10], [0.01, -0.03, 0.00], [-0.02, 0.01, -0.01], [0.00, -0.01, -0.02], [-0.09, 0.01, 0.00], [-0.01, -0.03, 0.03], [-0.02, 0.07, 0.02], [0.02, -0.05, 0.00], [0.01, -0.02, 0.01], [-0.01, -0.01, 0.02], [0.01, 0.04, 0.00], [0.05, -0.01, 0.01]],
  "charge": 1,
  "multiplicity": 2,
  "s_squared": 1.228,
  "lumo_energy_ha": [-0.06482, -0.06503]
}

Record 2
{
  "formula": "C4H8O2",
  "method": "the ωB97M-V functional and the def2-TZVPD basis",
  "elements": ["C", "C", "O", "C", "C", "O", "H", "H", "H", "H", "H", "H", "H", "H"],
  "xyz": [[-0.422803, -1.618542, 0.733601], [0.220935, -0.057404, 0.995468], [1.372792, 0.262380, 0.270075], [0.874552, 0.727162, -0.985939], [-0.486926, 1.357890, -0.616955], [-0.653821, 1.011069, 0.762743], [-1.307249, -1.851014, 1.374206], [0.295161, -2.447609, 0.941470], [-0.729424, -1.681151, -0.299656], [0.321441, -0.426911, 1.981350], [1.584866, 1.436803, -1.425273], [0.755508, -0.123827, -1.668687], [-1.311273, 0.940291, -1.209364], [-0.498754, 2.450082, -0.723435]],
  "atomic_forces_ev_per_a": [[0.12, 0.98, -0.94], [-1.34, -3.07, -0.79], [-0.12, -0.57, 0.15], [0.00, -0.06, -0.05], [-0.04, -0.04, -0.02], [-0.19, -0.49, 0.18], [0.60, 0.79, -0.35], [-0.06, 1.03, -0.17], [-0.26, -0.41, -0.41], [1.23, 2.11, 1.81], [-0.12, -0.18, 0.27], [-0.01, 0.16, 0.05], [0.17, 0.05, 0.07], [0.02, -0.29, 0.21]],
  "charge": 0,
  "multiplicity": 1,
  "smiles": "CC1OCCO1",
  "de_lowest_kcal_mol": 55.91,
  "lumo_energy_ha": 0.03643
}

Record 3
{
  "formula": "C22H25FN2O5S",
  "method": "the ωB97M-V functional and the def2-TZVPD basis",
  "elements": ["C", "C", "C", "C", "C", "C", "C", "C", "C", "O", "C", "C", "O", "N", "C", "C", "N", "S", "O", "O", "C", "C", "C", "C", "C", "C", "F", "C", "C", "C", "O", "H", "H", "H", "H", "H", "H", "H", "H", "H", "H", "H", "H", "H", "H", "H", "H", "H", "H", "H", "H", "H", "H", "H", "H", "H"],
  "xyz": [[3.025504, 0.262199, 0.613729], [3.150750, -1.247559, 0.417353], [4.300969, -1.813462, 1.251459], [3.290426, -1.632259, -1.077098], [2.126869, -2.551670, -1.293459], [1.705826, -3.236909, -2.413972], [0.538274, -3.979036, -2.329994], [-0.198556, -4.025687, -1.156741], [0.217536, -3.338158, -0.022395], [-0.457092, -3.314905, 1.177837], [-1.861576, -3.427560, 1.126316], [-2.539678, -2.573978, 0.049076], [-3.446347, -3.044012, -0.614354], [-2.094986, -1.313112, -0.129735], [-1.105915, -0.606681, 0.654292], [-1.666002, 0.750850, 1.094919], [-2.155338, 1.516879, -0.029081], [-0.962266, 2.309081, -0.893302], [0.312829, 1.649839, -0.788013], [-1.453245, 2.613135, -2.199506], [-0.843441, 3.824502, 0.062613], [0.361693, 4.224830, 0.608640], [0.438132, 5.406841, 1.327373], [-0.694488, 6.188250, 1.495294], [-1.907709, 5.794910, 0.954436], [-1.967583, 4.609883, 0.240745], [-3.139981, 4.214190, -0.275978], [-3.135090, 0.793104, -0.813633], [-2.573309, -0.551514, -1.269858], [1.399192, -2.603992, -0.111299], [1.928718, -1.858574, 0.888322], [2.183334, 0.651594, 0.044598], [2.864255, 0.481834, 1.666546], [3.936842, 0.754789, 0.284255], [4.361730, -2.891163, 1.116375], [4.128282, -1.608207, 2.304810], [5.242577, -1.361735, 0.950404], [4.243640, -2.123671, -1.278035], [3.216664, -0.752462, -1.719467], [2.267190, -3.187474, -3.334009], [0.184529, -4.523218, -3.191880], [-1.113415, -4.595756, -1.133217], [-2.176199, -4.464855, 0.951683], [-2.217651, -3.127561, 2.117651], [-0.806866, -1.181720, 1.527409], [-0.222107, -0.421227, 0.035075], [-0.878813, 1.331307, 1.578229], [-2.497019, 0.616632, 1.794989], [1.223014, 3.594039, 0.454197], [1.379116, 5.719041, 1.752349], [-0.636008, 7.111508, 2.051005], [-2.799509, 6.389041, 1.075483], [-3.381830, 1.415489, -1.672824], [-4.025623, 0.652830, -0.194436], [-3.336600, -1.147652, -1.772402], [-1.733648, -0.370828, -1.952773]],
  "atomic_forces_ev_per_a": [[-0.19, -0.41, -0.03], [0.76, 0.41, 0.00], [-0.43, 0.03, -0.13], [-0.06, 0.02, 0.01], [-0.16, 0.01, 0.31], [-0.03, -0.03, 0.05], [0.03, -0.02, -0.17], [-0.06, -0.01, 0.22], [0.16, 0.12, 0.11], [0.42, -0.01, -0.16], [-0.25, -0.24, -0.01], [0.05, -0.13, 0.15], [-0.16, -0.29, 0.01], [-0.08, 0.29, -0.09], [0.18, 0.24, 0.39], [0.44, -0.35, 0.33], [0.63, 0.66, -0.58], [-0.06, 0.48, 0.57], [-0.11, 0.13, 0.19], [-0.35, 0.01, -0.03], [-0.16, -0.63, -0.39], [0.09, -0.01, 0.01], [0.05, -0.02, -0.02], [0.01, -0.08, -0.05], [-0.07, -0.21, -0.15], [-0.21, 0.25, 0.12], [0.10, 0.17, 0.05], [-0.15, -0.22, -0.61], [-0.37, 0.02, -0.17], [0.02, -0.16, -0.36], [-0.35, -0.10, 0.28], [0.02, 0.01, -0.03], [0.01, 0.06, 0.14], [0.11, 0.07, -0.04], [0.05, -0.11, -0.02], [0.02, 0.03, 0.12], [0.11, 0.04, -0.04], [0.03, 0.04, 0.01], [0.05, 0.01, -0.01], [0.05, -0.01, -0.12], [-0.05, -0.05, -0.07], [-0.13, -0.06, 0.03], [0.00, 0.24, -0.02], [0.01, -0.04, -0.12], [-0.01, 0.06, -0.10], [-0.06, -0.14, 0.16], [-0.03, -0.11, 0.20], [0.07, 0.05, -0.03], [0.13, -0.04, 0.02], [0.09, 0.01, 0.03], [0.00, 0.08, 0.05], [-0.11, 0.02, -0.01], [-0.19, -0.15, 0.02], [0.06, 0.03, -0.01], [0.14, 0.12, 0.01], [-0.05, -0.06, -0.02]],
  "charge": 0,
  "multiplicity": 1,
  "smiles": "CC1(C)Cc2cccc(OCC(=O)N3CCN(S(=O)(=O)c4ccccc4F)CC3)c2O1",
  "de_lowest_kcal_mol": 30.95,
  "lumo_energy_ha": 0.01827
}

- The highest charge belongs to which entry?
  C46H55MnN12OP2Se2

- Look up the charge of the second one.
  0